Record 1
Computed, not measured: the molecule C2H3NOS in a non-equilibrium geometry, with ωB97M-V with the def2-TZVPD basis set.

Element x y z (Å)
O: -1.561 1.639 0.619
C: -0.882 0.888 -0.054
N: 0.010 -0.050 0.553
C: 0.805 -0.913 -0.152
S: 0.645 -1.242 -1.702
H: -0.823 1.114 -1.236
H: 0.270 0.012 1.488
H: 1.536 -1.447 0.484

For the lowest unoccupied orbital energy, the calculation gives -0.010 hartree. The value obtained for the gap between HOMO and LUMO is 8.8 eV. For the energy above the lowest of the compared OMol25 structures with the same formula, charge and spin, the calculation gives 47.8 kJ/mol.

---

Record 2
Computed, not measured: a cluster of 3 separate species, C17H31BrFNO8 in total, with ωB97M-V with the def2-TZVPD basis set.

Element x y z (Å)
C: 6.428 2.514 -0.451
C: 5.804 3.166 -1.672
Br: 7.193 4.221 -2.560
C: 4.598 4.062 -1.373
C: 3.287 3.332 -1.556
C: 3.026 2.063 -0.722
C: 1.527 2.168 -0.388
C: 0.560 1.025 -0.629
O: -0.605 1.146 -0.421
N: 1.088 -0.223 -1.098
C: 0.708 -0.619 -2.389
O: -0.304 -1.095 -2.750
F: 1.729 -0.371 -3.254
C: 1.092 3.441 -1.134
O: 0.039 3.727 -1.590
O: 2.204 4.228 -1.219
H: 7.281 1.900 -0.735
H: 5.706 1.868 0.054
H: 6.766 3.274 0.254
H: 5.524 2.402 -2.399
H: 4.659 4.475 -0.363
H: 4.601 4.902 -2.064
H: 3.159 3.092 -2.619
H: 3.599 2.095 0.202
H: 3.297 1.182 -1.301
H: 1.427 2.414 0.674
H: 2.083 -0.325 -0.948
C: -5.738 -2.647 -1.402
O: -4.411 -2.473 -0.949
C: -3.753 -1.358 -1.540
C: -3.709 -0.161 -0.619
O: -5.005 0.367 -0.371
C: -5.535 -0.007 0.883
H: -6.180 -3.445 -0.807
H: -6.330 -1.736 -1.278
H: -5.758 -2.942 -2.457
H: -4.248 -1.080 -2.476
H: -2.729 -1.661 -1.776
H: -3.106 0.622 -1.081
H: -3.226 -0.433 0.325
H: -4.972 0.454 1.702
H: -5.529 -1.093 1.019
H: -6.563 0.350 0.920
C: -2.182 -3.104 1.513
O: -1.930 -3.255 2.902
C: -0.753 -3.986 3.187
C: 0.387 -3.075 3.587
O: 0.783 -2.236 2.513
C: 0.309 -0.910 2.627
H: -3.024 -2.427 1.403
H: -1.313 -2.691 0.993
H: -2.451 -4.061 1.057
H: -0.456 -4.583 2.318
H: -0.968 -4.672 4.012
H: 1.250 -3.681 3.879
H: 0.088 -2.470 4.450
H: 0.825 -0.379 3.436
H: -0.768 -0.873 2.802
H: 0.523 -0.414 1.681

For the lowest unoccupied orbital energy, the calculation gives 0.002 hartree. The value obtained for the gap between HOMO and LUMO is 9.0 eV.

---

Number 1: total energy -16494.7028 eV. Number 2: total energy -108759.7390 eV.